1.
This record from the OMol25 dataset describes 2 unconnected molecules or ions with the total composition C3H10N2 at a distorted geometry. The level of theory is the ωB97M-V functional and the def2-TZVPD basis.

Summary:
multiplicity	1
orbital gap	10.38	eV
relative energy (zero: lowest compared OMol25 entry of this formula, charge and spin)	141.13	kJ/mol
net charge	0
SMILES	[H]/N=C/N.CC

Atoms and positions in Å:
H (-0.708, -0.520, -6.120)
N (-0.908, -1.183, -5.348)
C (-0.293, -2.241, -5.843)
N (-0.212, -3.378, -5.153)
H (0.485, -2.110, -6.581)
H (0.693, -3.704, -4.991)
H (-0.883, -3.529, -4.464)
C (-0.128, 2.075, 4.113)
C (0.491, 2.156, 5.523)
H (-0.146, 0.918, 3.878)
H (-1.080, 2.699, 3.900)
H (0.652, 2.358, 3.310)
H (-0.177, 1.774, 6.387)
H (0.826, 3.100, 5.873)
H (1.388, 1.585, 5.516)

2.
This record from the OMol25 dataset describes 14 unconnected molecules or ions with the total composition C96H211N9O14 at a distorted geometry. The level of theory is the ωB97M-V functional and the def2-TZVPD basis.

Summary:
multiplicity	1
orbital gap	7.93	eV
relative energy (zero: lowest compared OMol25 entry of this formula, charge and spin)	832.10	kJ/mol
net charge	0

Atoms and positions in Å:
C (-6.734, -0.363, 1.315)
C (-7.855, 0.314, 0.613)
C (-7.600, 1.295, -0.500)
O (-8.824, -0.644, 0.171)
H (-7.029, -1.248, 1.880)
H (-6.233, 0.293, 2.027)
H (-6.044, -0.743, 0.562)
H (-8.442, 0.825, 1.377)
H (-7.124, 2.157, -0.030)
H (-8.448, 1.623, -1.101)
H (-6.890, 0.874, -1.212)
H (-9.261, -0.933, 0.975)
C (2.598, -3.781, 7.287)
C (3.170, -3.082, 8.524)
C (4.158, -2.011, 8.020)
O (2.097, -2.508, 9.260)
H (2.101, -3.024, 6.680)
H (1.878, -4.566, 7.523)
H (3.394, -4.277, 6.731)
H (3.603, -3.796, 9.224)
H (5.178, -2.367, 8.169)
H (4.052, -1.127, 8.648)
H (4.032, -1.791, 6.960)
H (1.639, -3.327, 9.460)
C (-4.053, -2.946, 11.063)
C (-5.301, -2.688, 10.155)
C (-4.933, -1.847, 8.934)
O (-5.980, -3.896, 9.865)
H (-3.487, -3.741, 10.576)
H (-4.275, -3.254, 12.084)
H (-3.280, -2.191, 11.207)
H (-6.023, -2.127, 10.749)
H (-4.525, -2.499, 8.162)
H (-4.262, -0.998, 9.064)
H (-5.814, -1.603, 8.341)
H (-6.233, -4.351, 10.671)
C (-4.249, -9.049, 7.071)
C (-3.487, -7.711, 7.063)
C (-2.398, -7.765, 8.114)
O (-2.799, -7.312, 5.856)
H (-4.989, -9.162, 7.863)
H (-3.557, -9.851, 7.328)
H (-4.894, -9.208, 6.206)
H (-4.293, -6.990, 7.199)
H (-1.704, -6.925, 8.078)
H (-1.787, -8.638, 7.885)
H (-2.725, -7.859, 9.149)
H (-2.234, -8.065, 5.664)
C (-9.883, -4.066, 9.332)
C (-9.138, -3.278, 8.195)
C (-9.029, -1.816, 8.667)
O (-7.884, -3.892, 7.908)
H (-10.812, -3.572, 9.621)
H (-9.228, -4.131, 10.201)
H (-10.091, -5.036, 8.880)
H (-9.739, -3.442, 7.300)
H (-8.514, -1.862, 9.627)
H (-10.047, -1.467, 8.840)
H (-8.522, -1.306, 7.848)
H (-7.317, -3.925, 8.682)
C (-2.606, 4.231, 7.790)
C (-2.531, 2.808, 7.119)
C (-3.919, 2.039, 7.543)
C (-5.104, 2.612, 6.804)
C (-4.867, 2.569, 5.201)
C (-3.557, 3.257, 4.732)
N (-2.420, 2.824, 5.628)
O (-1.185, 3.389, 5.226)
C (-3.362, 2.755, 3.353)
C (-3.739, 4.801, 4.698)
C (-1.449, 1.909, 7.865)
H (-1.829, 4.924, 7.466)
H (-2.227, 4.318, 8.808)
H (-3.573, 4.722, 7.688)
H (-3.791, 0.970, 7.373)
H (-4.117, 2.183, 8.605)
H (-5.265, 3.625, 7.173)
H (-6.047, 2.092, 6.969)
H (-5.680, 3.194, 4.831)
H (-5.022, 1.531, 4.908)
H (-4.062, 3.223, 2.661)
H (-2.457, 3.126, 2.871)
H (-3.378, 1.676, 3.194)
H (-2.766, 5.285, 4.780)
H (-4.431, 5.142, 3.928)
H (-4.248, 5.030, 5.634)
H (-0.509, 2.461, 7.898)
H (-1.247, 0.906, 7.490)
H (-1.777, 1.620, 8.863)
H (-0.798, 2.641, 4.766)
C (-13.465, -5.999, 3.289)
C (-12.424, -7.170, 3.500)
C (-11.114, -6.515, 3.601)
C (-10.765, -5.923, 5.025)
C (-10.973, -6.927, 6.179)
C (-12.403, -7.550, 6.108)
N (-12.702, -7.979, 4.690)
O (-13.983, -8.576, 4.629)
C (-12.420, -8.815, 7.020)
C (-13.431, -6.444, 6.681)
C (-12.367, -8.157, 2.313)
H (-14.475, -6.249, 2.964)
H (-13.235, -5.204, 2.580)
H (-13.680, -5.411, 4.180)
H (-10.297, -7.175, 3.308)
H (-11.088, -5.733, 2.842)
H (-11.276, -4.995, 5.283)
H (-9.731, -5.583, 4.985)
H (-10.688, -6.443, 7.113)
H (-10.317, -7.781, 6.010)
H (-12.143, -8.615, 8.056)
H (-13.430, -9.206, 7.138)
H (-11.793, -9.602, 6.603)
H (-13.235, -5.394, 6.463)
H (-14.419, -6.639, 6.266)
H (-13.651, -6.557, 7.743)
H (-11.863, -7.664, 1.482)
H (-13.390, -8.414, 2.037)
H (-11.792, -8.981, 2.734)
H (-13.791, -9.500, 4.455)
C (-6.621, -5.272, -2.549)
C (-6.911, -4.915, -1.107)
C (-8.429, -5.033, -0.909)
C (-8.835, -5.044, 0.504)
C (-8.116, -6.188, 1.169)
C (-6.583, -5.974, 1.222)
N (-6.133, -5.790, -0.210)
O (-4.726, -5.503, -0.116)
C (-6.213, -4.905, 2.181)
C (-6.060, -7.337, 1.635)
C (-6.527, -3.444, -0.785)
H (-7.150, -4.662, -3.282)
H (-6.967, -6.267, -2.827)
H (-5.533, -5.265, -2.621)
H (-8.821, -4.152, -1.417)
H (-8.867, -5.866, -1.457)
H (-9.895, -5.296, 0.531)
H (-8.644, -4.155, 1.105)
H (-8.388, -7.037, 0.542)
H (-8.498, -6.455, 2.155)
H (-6.638, -3.945, 1.888)
H (-6.513, -5.180, 3.192)
H (-5.148, -4.670, 2.182)
H (-4.988, -7.536, 1.658)
H (-6.398, -7.757, 2.582)
H (-6.411, -8.129, 0.974)
H (-5.480, -3.212, -0.588)
H (-7.169, -2.952, -0.055)
H (-6.575, -2.814, -1.674)
H (-4.790, -4.774, 0.505)
C (-4.476, -3.194, 5.197)
C (-3.367, -2.404, 4.427)
C (-2.821, -1.323, 5.479)
C (-1.605, -0.558, 4.890)
C (-0.468, -1.596, 4.718)
C (-0.887, -2.873, 3.925)
N (-2.302, -3.386, 4.153)
O (-2.717, -4.381, 3.290)
C (-0.526, -2.500, 2.400)
C (0.021, -3.944, 4.563)
C (-3.989, -1.670, 3.232)
H (-5.067, -3.967, 4.705)
H (-5.301, -2.526, 5.441)
H (-4.077, -3.529, 6.154)
H (-3.578, -0.545, 5.574)
H (-2.704, -1.494, 6.549)
H (-1.318, 0.357, 5.410)
H (-1.754, -0.223, 3.864)
H (0.011, -1.765, 5.683)
H (0.363, -1.121, 4.197)
H (-0.698, -3.330, 1.713)
H (-1.194, -1.697, 2.089)
H (0.488, -2.126, 2.257)
H (-0.274, -4.856, 4.043)
H (1.093, -3.778, 4.456)
H (-0.224, -4.008, 5.623)
H (-3.203, -1.240, 2.611)
H (-4.675, -0.932, 3.647)
H (-4.585, -2.316, 2.587)
H (-3.185, -5.025, 3.827)
C (1.377, 8.434, 3.574)
C (0.175, 7.829, 2.840)
C (0.065, 8.306, 1.365)
C (0.720, 7.480, 0.208)
C (0.500, 6.024, 0.465)
C (1.044, 5.432, 1.839)
N (0.310, 6.340, 2.847)
O (0.377, 5.824, 4.150)
C (0.609, 4.006, 2.031)
C (2.522, 5.594, 2.038)
C (-1.041, 8.392, 3.523)
H (1.097, 9.481, 3.688)
H (2.292, 8.431, 2.981)
H (1.573, 8.018, 4.562)
H (-0.849, 8.764, 0.989)
H (0.742, 9.159, 1.322)
H (1.789, 7.691, 0.168)
H (0.414, 7.853, -0.769)
H (0.967, 5.554, -0.401)
H (-0.499, 5.615, 0.317)
H (0.618, 3.581, 3.034)
H (-0.417, 3.795, 1.727)
H (1.192, 3.359, 1.375)
H (2.875, 6.624, 1.974)
H (2.858, 5.241, 3.013)
H (3.171, 4.991, 1.403)
H (-1.268, 9.440, 3.327)
H (-0.952, 8.370, 4.609)
H (-1.897, 7.828, 3.154)
H (-0.326, 5.171, 4.189)
C (7.068, -1.644, 2.959)
C (6.058, -0.479, 3.316)
C (6.891, 0.761, 3.392)
C (5.943, 1.985, 3.164)
C (4.943, 1.936, 1.933)
C (4.118, 0.661, 1.894)
N (4.943, -0.540, 2.267)
O (4.216, -1.728, 2.314)
C (2.880, 0.830, 2.819)
C (3.541, 0.507, 0.501)
C (5.440, -0.662, 4.727)
H (7.865, -1.787, 3.688)
H (7.376, -1.680, 1.914)
H (6.610, -2.622, 3.108)
H (7.423, 0.845, 4.339)
H (7.590, 0.813, 2.557)
H (6.632, 2.819, 3.031)
H (5.343, 1.982, 4.074)
H (5.396, 2.264, 0.997)
H (4.369, 2.827, 2.190)
H (2.037, 1.419, 2.460)
H (2.486, -0.117, 3.188)
H (3.166, 1.343, 3.737)
H (2.705, 1.166, 0.266)
H (4.369, 0.546, -0.207)
H (3.211, -0.513, 0.301)
H (4.599, -0.025, 5.003)
H (6.150, -0.553, 5.547)
H (5.069, -1.674, 4.886)
H (4.360, -1.981, 1.400)
C (1.851, -9.481, 1.958)
C (2.133, -8.267, 2.873)
C (3.608, -8.312, 3.283)
C (4.541, -7.860, 2.156)
C (4.062, -6.556, 1.613)
C (2.576, -6.335, 1.148)
N (1.794, -6.915, 2.292)
O (0.470, -6.795, 2.172)
C (2.303, -4.876, 0.959)
C (2.228, -7.116, -0.225)
C (1.310, -8.587, 4.148)
H (1.606, -10.407, 2.478)
H (2.704, -9.692, 1.313)
H (1.084, -9.165, 1.251)
H (3.790, -7.658, 4.137)
H (3.833, -9.365, 3.452)
H (4.298, -8.470, 1.287)
H (5.560, -7.823, 2.542)
H (4.731, -6.140, 0.860)
H (4.166, -5.898, 2.476)
H (2.864, -4.433, 0.137)
H (1.275, -4.692, 0.648)
H (2.862, -4.275, 1.676)
H (2.602, -6.502, -1.044)
H (2.439, -8.180, -0.333)
H (1.139, -7.155, -0.259)
H (1.524, -7.770, 4.838)
H (1.668, -9.394, 4.788)
H (0.263, -8.543, 3.850)
H (0.152, -5.905, 2.343)
C (5.946, 1.573, 7.951)
C (5.458, 3.014, 7.912)
C (5.096, 3.484, 6.468)
C (3.767, 3.018, 5.913)
C (2.683, 3.307, 6.956)
C (2.926, 2.906, 8.417)
N (4.304, 3.164, 8.806)
O (4.657, 2.919, 10.217)
C (2.129, 3.754, 9.442)
C (2.580, 1.375, 8.506)
C (6.468, 4.091, 8.334)
H (6.648, 1.488, 8.780)
H (6.664, 1.379, 7.154)
H (5.184, 0.801, 8.057)
H (5.050, 4.571, 6.401)
H (5.925, 3.139, 5.850)
H (3.780, 1.938, 5.768)
H (3.613, 3.531, 4.964)
H (1.716, 2.900, 6.658)
H (2.702, 4.392, 6.859)
H (2.074, 3.472, 10.493)
H (2.542, 4.762, 9.409)
H (1.123, 3.855, 9.033)
H (2.949, 0.765, 7.681)
H (2.869, 1.025, 9.496)
H (1.490, 1.392, 8.476)
H (5.974, 5.047, 8.507)
H (7.273, 4.327, 7.637)
H (6.954, 3.868, 9.284)
H (4.732, 1.972, 10.354)
C (0.335, -4.764, -2.731)
C (-0.271, -3.356, -2.980)
C (0.684, -2.221, -2.544)
C (2.009, -2.284, -3.438)
C (1.690, -1.933, -4.848)
C (0.459, -2.724, -5.525)
N (-0.586, -3.150, -4.478)
O (-1.441, -4.181, -4.931)
C (-0.336, -1.637, -6.443)
C (1.029, -3.894, -6.263)
C (-1.691, -3.082, -2.296)
H (1.020, -4.838, -1.887)
H (1.054, -5.105, -3.476)
H (-0.439, -5.521, -2.605)
H (0.126, -1.287, -2.609)
H (0.824, -2.521, -1.505)
H (2.351, -3.317, -3.508)
H (2.889, -1.884, -2.934)
H (2.511, -1.972, -5.563)
H (1.390, -0.888, -4.772)
H (-1.285, -1.915, -6.901)
H (-0.632, -0.824, -5.779)
H (0.417, -1.381, -7.188)
H (0.375, -4.216, -7.073)
H (1.903, -3.520, -6.796)
H (1.252, -4.729, -5.598)
H (-1.594, -3.495, -1.292)
H (-2.560, -3.617, -2.678)
H (-1.924, -2.020, -2.364)
H (-2.134, -3.714, -5.403)

3.
This record from the OMol25 dataset describes a molecular structure, C19H13CsF6N5O8S2 at a distorted geometry. The level of theory is the ωB97M-V functional and the def2-TZVPD basis.

Summary:
multiplicity	1
orbital gap	7.70	eV
relative energy (zero: lowest compared OMol25 entry of this formula, charge and spin)	69.50	kJ/mol
net charge	-1

Atoms and positions in Å:
Cs (-0.370, 0.792, -0.375)
O (-1.230, 2.547, 4.598)
C (-1.024, 1.458, 3.804)
O (-1.922, 0.748, 3.455)
C (0.440, 1.200, 3.558)
C (1.402, 1.624, 4.456)
C (2.721, 1.276, 4.189)
C (3.010, 0.561, 3.050)
C (1.968, 0.228, 2.177)
N (0.688, 0.521, 2.438)
C (2.331, -0.485, 0.864)
O (2.886, -1.582, 1.003)
O (2.030, 0.145, -0.181)
H (-2.192, 2.556, 4.705)
H (1.124, 2.197, 5.328)
H (3.507, 1.572, 4.873)
H (4.013, 0.248, 2.802)
N (-0.332, -2.716, -1.032)
C (0.076, -3.132, 0.238)
C (1.104, -4.052, 0.440)
C (1.419, -4.368, 1.743)
C (0.705, -3.795, 2.787)
C (-0.322, -2.926, 2.468)
N (-0.642, -2.590, 1.219)
C (0.420, -2.486, -2.177)
C (1.819, -2.428, -2.155)
C (2.449, -2.134, -3.345)
C (1.700, -1.882, -4.489)
C (0.324, -1.917, -4.377)
N (-0.322, -2.220, -3.250)
H (-1.271, -2.339, -1.034)
H (1.627, -4.472, -0.402)
H (2.227, -5.059, 1.949)
H (0.932, -4.003, 3.822)
H (-0.913, -2.460, 3.247)
H (2.365, -2.504, -1.228)
H (3.529, -2.059, -3.362)
H (2.161, -1.625, -5.432)
H (-0.299, -1.679, -5.232)
F (-4.289, 2.011, -4.177)
C (-3.321, 1.324, -3.567)
F (-3.616, 0.018, -3.653)
F (-2.174, 1.533, -4.222)
S (-3.199, 1.831, -1.760)
O (-3.014, 0.578, -1.056)
O (-4.391, 2.597, -1.539)
N (-1.797, 2.642, -1.654)
S (-1.587, 4.159, -2.192)
O (-0.170, 4.291, -2.389)
O (-2.543, 4.601, -3.165)
C (-1.939, 5.197, -0.717)
F (-0.957, 5.152, 0.188)
F (-2.065, 6.477, -1.123)
F (-3.072, 4.827, -0.113)